No. 1
{
  "formula": "CaHgI",
  "method": "ωB97M-V/def2-TZVPD",
  "elements": ["Hg", "Ca", "I"],
  "xyz": [[0.860, 2.129, -1.330], [-0.267, -1.968, 1.808], [-0.593, -0.161, -0.478]],
  "forces_ev_per_a": [[0.3, 0.7, -0.4], [0.3, -2.2, 2.6], [-0.6, 1.5, -2.2]],
  "energy_ha": -1126.631229,
  "mol_weight_da": 367.6,
  "largest_force_ev_per_a": 3.38,
  "total_charge": 4,
  "s2": 0.76,
  "multiplicity": 2
}

---

No. 2
{
  "formula": "Cd2H14O8",
  "method": "ωB97M-V/def2-TZVPD",
  "elements": ["Cd", "Cd", "O", "H", "O", "H", "O", "H", "H", "O", "H", "H", "O", "H", "H", "O", "H", "H", "O", "H", "H", "O", "H", "H"],
  "xyz": [[-25.435, 1.371, 20.794], [-25.144, -0.128, 18.042], [-26.501, 1.133, 18.987], [-27.437, 0.986, 19.173], [-23.891, 0.240, 19.777], [-23.243, -0.304, 20.237], [-24.410, 3.109, 19.955], [-23.625, 2.824, 19.468], [-24.092, 3.814, 20.535], [-23.589, -1.455, 17.195], [-22.721, -1.762, 17.483], [-23.626, -1.667, 16.253], [-25.862, -1.889, 19.213], [-25.679, -2.100, 20.135], [-26.789, -2.134, 19.091], [-24.162, 1.682, 17.081], [-24.437, 2.075, 16.243], [-23.199, 1.764, 17.088], [-24.044, 1.282, 22.630], [-24.346, 0.380, 22.796], [-23.425, 1.499, 23.339], [-21.347, 1.226, 20.451], [-22.074, 0.750, 20.037], [-21.583, 1.293, 21.380]],
  "forces_ev_per_a": [[0.3, 0.4, 0.0], [0.6, -0.3, -0.6], [-1.2, 0.4, 0.9], [0.0, 0.0, -0.5], [0.4, -0.3, 0.6], [-0.5, -0.3, -0.1], [0.4, 0.8, 0.1], [0.0, -0.1, 0.0], [-0.1, 0.2, -0.1], [0.2, -0.3, -0.8], [0.0, 0.0, 0.3], [0.0, -0.1, -0.1], [-0.8, -0.6, 0.2], [0.3, -0.1, 0.0], [0.0, -0.2, -0.1], [0.2, 0.2, -0.4], [-0.1, 0.1, 0.0], [0.1, -0.1, 0.0], [-0.5, -0.5, -0.3], [0.5, -0.1, 0.7], [-0.1, 0.3, 0.2], [0.2, 0.1, -0.1], [0.1, 0.4, 0.0], [0.1, 0.0, 0.1]],
  "energy_ha": -945.219578,
  "mol_weight_da": 366.9,
  "largest_force_ev_per_a": 1.58,
  "total_charge": 2
}

---

No. 3
{
  "formula": "Cl12K6O48",
  "method": "ωB97M-V/def2-TZVPD",
  "elements": ["K", "K", "K", "K", "K", "K", "Cl", "O", "O", "O", "O", "Cl", "O", "O", "O", "O", "Cl", "O", "O", "O", "O", "Cl", "O", "O", "O", "O", "Cl", "O", "O", "O", "O", "Cl", "O", "O", "O", "O", "Cl", "O", "O", "O", "O", "Cl", "O", "O", "O", "O", "Cl", "O", "O", "O", "O", "Cl", "O", "O", "O", "O", "Cl", "O", "O", "O", "O", "Cl", "O", "O", "O", "O"],
  "xyz": [[23.606, -10.783, 24.499], [18.180, -5.973, 23.509], [25.200, -8.728, 20.349], [22.392, -9.636, 15.898], [17.837, -9.826, 19.900], [20.819, -5.514, 19.829], [19.838, -2.842, 23.160], [19.958, -3.489, 24.468], [20.093, -3.714, 22.002], [18.679, -2.187, 23.016], [20.759, -1.866, 23.009], [17.188, -13.941, 22.266], [15.626, -14.013, 22.457], [17.910, -13.012, 21.437], [17.720, -14.155, 23.590], [17.159, -15.193, 21.545], [21.237, -8.918, 21.127], [20.655, -10.173, 21.388], [21.442, -8.425, 19.800], [20.237, -7.988, 21.155], [22.296, -8.629, 21.969], [23.028, -4.821, 16.949], [23.155, -5.506, 15.806], [21.648, -5.191, 17.346], [23.827, -5.476, 18.100], [23.392, -3.454, 16.806], [25.821, -8.788, 26.851], [25.463, -8.986, 25.494], [25.618, -10.156, 27.322], [27.155, -8.326, 26.963], [24.800, -7.724, 27.356], [25.362, -13.748, 22.728], [25.622, -15.126, 23.133], [25.870, -12.763, 23.564], [26.185, -13.086, 21.766], [24.104, -13.337, 22.743], [20.779, -6.855, 26.822], [19.920, -6.181, 25.966], [20.028, -7.147, 28.066], [21.521, -7.882, 26.181], [21.726, -5.856, 27.182], [16.348, -9.333, 24.410], [16.572, -9.386, 23.049], [17.521, -8.918, 25.118], [15.299, -8.388, 24.744], [16.058, -10.672, 24.727], [23.743, -12.314, 18.318], [22.689, -11.513, 18.991], [25.005, -11.753, 18.664], [23.738, -13.643, 18.706], [23.577, -12.141, 16.903], [16.573, -6.255, 18.184], [17.804, -5.675, 18.848], [16.197, -7.398, 19.071], [15.614, -5.205, 18.240], [16.734, -6.768, 16.767], [26.193, -4.723, 22.072], [25.479, -3.902, 23.034], [25.774, -4.255, 20.802], [27.548, -4.713, 22.199], [25.680, -6.012, 22.172], [28.033, -8.985, 21.276], [29.146, -9.903, 21.507], [27.922, -9.009, 19.841], [27.016, -9.570, 22.010], [28.295, -7.733, 21.781]],
  "forces_ev_per_a": [[0.6, 0.2, 0.0], [0.8, -0.3, 0.6], [-0.5, 0.2, 0.2], [0.3, -0.2, 1.1], [0.3, 0.2, 0.9], [0.1, -0.1, 0.4], [4.6, -4.7, 0.8], [-0.8, -0.4, -1.8], [-1.3, -1.9, 0.7], [-9.2, 2.1, -0.5], [6.2, 4.7, 0.4], [-5.0, -5.5, 0.8], [1.8, 4.0, 0.2], [-0.7, 1.5, 0.7], [0.8, 1.4, -0.6], [2.8, -1.5, -1.4], [-1.0, 1.2, -2.0], [0.4, -2.2, -0.6], [6.8, -4.0, -7.0], [-9.3, 5.5, 7.5], [2.8, -0.3, 1.7], [-0.3, -1.7, 10.5], [2.3, -3.6, -7.9], [-0.6, 2.4, 0.0], [-0.9, 2.0, -3.0], [-0.7, 0.7, -0.1], [-4.9, 1.4, -0.9], [0.0, 0.8, -2.9], [0.5, 0.3, 2.8], [1.1, 0.2, 1.0], [3.1, -3.0, 0.2], [9.5, 2.9, 1.5], [-0.6, 0.3, -1.2], [2.2, 2.2, 12.8], [0.7, -4.6, -10.2], [-12.2, -0.9, -2.6], [2.4, 2.3, 3.8], [-3.9, 0.5, -3.7], [0.4, -1.6, -1.2], [-1.0, -2.0, -0.1], [1.6, 0.8, 1.1], [0.7, -0.1, 3.4], [0.8, 1.6, -5.4], [0.6, 0.6, 0.0], [-0.7, -0.1, -0.3], [-1.5, -1.7, 1.9], [0.0, 4.0, 2.9], [0.6, -1.1, -1.1], [0.9, 0.7, 0.0], [-0.9, -2.9, 0.1], [-0.9, 0.0, -2.7], [2.6, -1.0, 1.7], [-1.3, -1.3, -2.2], [0.0, 0.9, -1.6], [-1.2, 0.0, -0.6], [0.1, 1.1, 2.7], [-6.5, 1.8, 0.0], [1.3, 0.4, 0.7], [0.4, 1.4, -2.7], [5.5, 0.6, 0.9], [-0.7, -4.0, 0.7], [6.0, -4.3, 0.3], [1.1, 0.6, 0.1], [-2.1, 1.0, -1.4], [-4.7, -1.0, 0.6], [0.6, 3.7, 0.4]],
  "energy_ha": -12729.904229,
  "mol_weight_da": 1428.0,
  "largest_force_ev_per_a": 13.16,
  "total_charge": -6
}

---

No. 4
{
  "formula": "Cl2FHSi",
  "method": "ωB97M-V/def2-TZVPD",
  "elements": ["F", "Si", "Cl", "Cl", "H"],
  "xyz": [[-0.463, -0.942, 1.532], [-1.066, 0.424, 2.099], [0.109, -0.182, -2.518], [0.473, 1.638, 1.875], [0.947, -0.938, -2.988]],
  "forces_ev_per_a": [[0.2, -0.5, -0.2], [-1.9, -0.9, 0.4], [-1.5, 1.3, 0.8], [1.7, 1.3, -0.2], [1.4, -1.3, -0.8]],
  "energy_ha": -1310.416605,
  "mol_weight_da": 119.0,
  "largest_force_ev_per_a": 2.16,
  "total_charge": 0
}

---

No. 5
{
  "formula": "Cl2FN",
  "method": "ωB97M-V/def2-TZVPD",
  "elements": ["N", "F", "Cl", "Cl"],
  "xyz": [[0.879, 0.668, -0.349], [-2.375, -0.787, -0.060], [-0.573, 0.518, 0.320], [2.069, -0.399, 0.089]],
  "forces_ev_per_a": [[-1.5, 0.3, -0.2], [1.9, 1.3, 0.2], [-0.1, -1.3, -0.4], [-0.2, -0.2, 0.4]],
  "energy_ha": -1074.772734,
  "mol_weight_da": 103.9,
  "largest_force_ev_per_a": 2.27,
  "total_charge": 0
}

---

No. 6
{
  "formula": "Cl2FeI2O8",
  "method": "ωB97M-V/def2-TZVPD",
  "elements": ["Fe", "I", "I", "Cl", "O", "O", "O", "O", "Cl", "O", "O", "O", "O"],
  "xyz": [[0.411, -15.397, 14.465], [0.918, -12.886, 15.085], [-1.678, -16.798, 14.094], [2.245, -16.684, 17.146], [1.610, -16.585, 15.824], [3.666, -16.652, 16.973], [1.810, -15.588, 17.967], [1.830, -17.937, 17.728], [3.160, -16.063, 12.404], [3.402, -17.458, 12.627], [1.734, -15.797, 12.637], [3.937, -15.235, 13.283], [3.442, -15.723, 11.032]],
  "forces_ev_per_a": [[1.5, 0.0, 0.1], [-0.2, -0.1, -0.1], [-0.5, -0.2, -0.1], [-0.2, 0.0, 0.3], [-0.1, 0.1, -0.4], [0.0, 0.0, 0.0], [0.0, 0.0, -0.1], [0.1, 0.1, -0.1], [0.3, 0.3, 0.1], [0.1, 0.0, 0.1], [-0.8, 0.2, 0.4], [-0.1, -0.3, -0.1], [-0.1, 0.0, -0.1]],
  "energy_ha": -3381.091692,
  "mol_weight_da": 508.6,
  "largest_force_ev_per_a": 1.49,
  "total_charge": -2,
  "s2": 6.01,
  "multiplicity": 5
}